Formula: C24H66Br9N12O9P3
Source: the OMol25 dataset
Level of theory: ωB97M-V/def2-TZVPD

Structure (XYZ):
```
123
Properties=species:S:1:pos:R:3:forces:R:3:mulliken_charge:R:1
C -0.817970 2.790026 -4.833877 -0.4 0.1 -0.3 -0.15
N 0.500660 2.766744 -5.517241 0.0 0.3 0.0 0.89
O 1.403999 2.211499 -4.923541 0.0 0.0 -0.1 -0.45
O 0.613474 3.341642 -6.581359 -0.1 -0.1 0.1 -0.59
H -0.988623 1.814603 -4.395586 0.1 0.0 0.2 0.03
H -1.594355 3.023047 -5.555623 0.1 0.0 -0.1 0.37
H -0.783595 3.573873 -4.082913 0.1 -0.2 0.2 -0.08
C -0.462534 -1.765011 -5.530321 0.0 0.6 0.3 -0.31
N -0.336440 -2.442334 -6.838063 0.0 -1.0 0.5 1.06
O 0.636126 -3.146026 -7.028411 0.1 0.2 -0.1 -0.53
O -1.253522 -2.299476 -7.612901 -0.1 0.2 -0.4 -0.62
H -0.163068 -0.734786 -5.727952 -0.2 0.0 0.1 0.30
H 0.165601 -2.176674 -4.748750 0.2 -0.4 -0.3 -0.33
H -1.496382 -1.839908 -5.211933 -0.1 0.1 -0.2 0.31
C -1.382948 -0.179242 -1.711705 0.0 0.4 -1.6 -0.26
N -0.571785 -0.158497 -0.492527 0.2 0.8 0.3 0.91
O 0.607307 -0.463693 -0.563724 0.0 -0.4 0.0 -0.38
O -1.080972 0.315641 0.500547 -0.2 -0.4 0.1 -0.18
H -0.723761 -0.327374 -2.561948 0.2 -0.2 0.1 -0.18
H -1.818830 0.817022 -1.821578 -0.2 -0.1 0.4 0.10
H -2.128064 -0.963527 -1.751267 0.0 -0.1 0.6 0.11
O -0.742600 -3.523406 -2.860631 -0.3 0.2 -0.2 -0.70
P -0.271200 -4.695459 -2.096254 0.3 -0.1 0.0 0.44
N -1.534930 -5.533358 -1.444254 -0.6 0.4 0.5 0.41
C -2.752717 -5.608934 -2.244040 0.1 -0.8 -0.3 -1.01
C -1.431278 -6.499239 -0.371272 0.6 -0.6 -0.5 -1.18
N 0.725621 -4.447356 -0.804254 0.0 0.1 0.4 0.20
C 2.147686 -4.135235 -1.062734 -0.9 -0.2 -0.1 -0.43
C 0.120056 -3.851489 0.402468 1.2 0.2 -0.3 -1.32
N 0.606721 -5.702965 -3.054578 0.6 -0.4 -0.4 0.61
C 0.480277 -5.672779 -4.505607 0.0 0.2 0.1 -0.93
C 1.208347 -6.924999 -2.525191 -0.5 0.5 0.1 -1.21
H -3.497693 -6.198144 -1.707081 -0.1 0.3 0.2 0.43
H -2.591027 -6.191403 -3.165425 0.1 0.3 0.0 0.25
H -3.140347 -4.631747 -2.505135 0.0 0.1 0.0 0.20
H -2.244726 -6.369892 0.342162 0.1 0.0 0.1 0.34
H -0.456670 -6.417541 0.105736 -0.2 0.3 0.3 0.41
H -1.428064 -7.532850 -0.752684 -0.4 0.1 0.0 0.31
H 2.246572 -3.149146 -1.521709 0.2 0.1 0.2 -0.10
H 2.700208 -4.198833 -0.128286 0.1 0.0 0.0 0.43
H 2.511910 -4.878097 -1.766014 0.3 0.1 0.1 0.19
H -0.783716 -3.300916 0.156884 -0.3 -0.2 0.2 0.27
H 0.002566 -4.617390 1.168494 -0.5 0.1 0.1 0.26
H 0.823039 -3.123158 0.817687 -0.1 0.1 -0.1 0.49
H -0.447800 -6.130492 -4.866509 0.0 0.0 0.0 0.19
H 0.526632 -4.644469 -4.841159 -0.1 0.1 -0.2 0.09
H 1.320895 -6.198990 -4.959301 0.0 0.0 0.1 0.34
H 1.157239 -6.916278 -1.438118 0.0 0.0 0.0 0.35
H 2.262631 -6.955464 -2.804762 0.0 -0.3 -0.2 0.42
H 0.651752 -7.792328 -2.887469 0.3 -0.2 0.0 0.33
O -1.705167 3.282143 -1.718908 -0.3 -0.2 -0.1 -1.11
P -0.893447 4.258103 -0.960283 0.2 0.2 0.0 0.68
N -1.515266 4.487376 0.549254 -0.5 -0.8 0.3 0.27
C -0.871580 5.372652 1.491909 0.2 0.6 0.0 -0.93
C -2.321215 3.406025 1.154199 0.5 0.3 -0.2 -0.93
N -0.790093 5.719912 -1.723690 -0.3 0.0 -0.4 0.32
C -1.997873 6.198964 -2.390808 0.2 0.1 -0.1 -1.19
C 0.126429 6.790608 -1.390713 -0.2 0.2 0.0 -1.26
N 0.695245 3.871743 -0.754165 0.4 0.3 0.7 0.40
C 1.657516 3.956399 -1.823541 0.5 0.2 -0.4 -0.84
C 1.011078 2.860218 0.242862 -0.3 -0.6 -0.2 0.42
H 0.054561 5.769367 1.073625 0.0 -0.1 0.1 0.34
H -0.615979 4.861999 2.423368 0.0 0.0 0.0 0.35
H -1.505573 6.237188 1.717619 0.0 -0.1 0.1 0.26
H -1.715607 2.509541 1.317589 -0.2 -0.1 0.0 0.33
H -3.139547 3.153337 0.486700 -0.1 0.0 0.1 0.12
H -2.664649 3.748563 2.128512 -0.3 0.0 -0.1 0.42
H -2.439316 7.035807 -1.837737 -0.1 -0.1 0.0 0.34
H -1.750491 6.564948 -3.393153 0.0 0.0 0.0 0.34
H -2.720417 5.393166 -2.486260 0.0 0.0 0.0 0.33
H -0.357280 7.531745 -0.740093 0.1 -0.1 0.1 0.28
H 1.020470 6.416870 -0.900928 0.0 0.0 0.0 0.44
H 0.402895 7.315975 -2.310569 0.1 0.0 0.0 0.36
H 1.656217 3.085104 -2.489419 0.0 0.0 0.1 0.08
H 1.512984 4.854891 -2.424838 -0.3 -0.2 -0.1 0.39
H 2.667073 4.073446 -1.411514 -0.1 -0.2 0.1 0.31
H 1.994589 2.984207 0.692312 0.0 0.3 -0.1 0.46
H 0.993084 1.865738 -0.218750 0.2 0.0 0.1 -0.23
H 0.269914 2.820747 1.036221 0.0 0.3 0.0 -0.89
O 0.210001 3.164049 5.426441 0.2 0.1 0.1 -0.98
P 0.430998 1.731442 5.708557 -0.4 -0.1 -0.1 0.47
N 2.026799 1.328453 5.698380 0.2 0.2 -0.1 0.45
C 2.473706 0.035809 6.154555 0.4 -0.4 -0.2 -1.02
C 3.032967 2.283571 5.256257 -0.7 0.5 -0.3 -1.10
N -0.341640 0.682942 4.659337 0.4 -0.3 -0.3 0.47
C 0.271688 0.530736 3.338067 0.3 0.3 0.2 -1.17
C -1.773742 0.955470 4.511916 0.1 0.2 -0.3 -1.09
N -0.191008 1.228515 7.144271 -0.5 -0.3 0.6 0.25
C -0.532477 -0.155222 7.461618 0.0 0.3 -0.1 -1.19
C -0.078821 2.133775 8.278026 0.0 0.2 0.3 -1.13
H 1.802494 -0.780224 5.881382 -0.3 0.2 0.1 0.33
H 2.655571 0.016592 7.233680 0.0 -0.1 0.0 0.22
H 3.399286 -0.224985 5.635754 0.1 0.1 0.1 0.40
H 3.954266 2.202864 5.828974 0.1 -0.2 0.0 0.42
H 2.617622 3.280099 5.414726 0.2 0.0 0.0 0.35
H 3.201680 2.200598 4.176467 0.4 -0.1 0.1 0.24
H -0.180160 -0.322493 2.838414 -0.2 0.2 -0.2 0.53
H 0.142491 1.462856 2.776147 -0.1 -0.3 -0.4 0.59
H 1.345575 0.340564 3.369307 0.0 0.0 0.4 -0.14
H -2.314247 0.675580 5.412523 -0.1 0.0 0.0 0.25
H -1.948612 2.013377 4.273210 -0.1 0.0 0.2 0.32
H -2.135640 0.403740 3.643023 -0.1 -0.3 0.2 0.40
H -1.581298 -0.220097 7.765598 0.1 -0.1 0.2 0.37
H -0.405481 -0.774255 6.579892 0.0 0.0 -0.1 0.43
H 0.117064 -0.547276 8.249508 -0.1 0.0 0.1 0.40
H 0.963638 2.401383 8.491322 -0.1 0.1 -0.1 0.32
H -0.472435 1.677267 9.187557 0.0 -0.3 -0.2 0.43
H -0.664641 3.042968 8.132902 0.2 0.0 -0.2 0.29
C 3.443248 -1.442736 -4.514016 -0.2 -0.7 0.6 -0.50
Br 2.190541 -0.518034 -3.385493 0.1 -0.1 0.2 0.02
Br 3.374929 -0.824459 -6.301683 0.2 0.2 -0.2 -0.04
Br 3.192434 -3.374422 -4.418425 -0.1 0.1 -0.1 -0.02
H 4.409265 -1.333356 -4.046252 0.2 0.5 -0.3 0.51
C -5.216731 -1.125027 0.931255 -0.2 0.0 0.3 -0.35
Br -6.785667 -1.393663 -0.140473 -0.1 0.1 -0.1 -0.04
Br -4.749024 0.719813 1.115888 0.1 0.1 -0.2 0.00
Br -3.764172 -2.211365 0.318155 0.2 -0.1 0.0 0.05
H -5.470933 -1.454367 1.926434 0.0 -0.2 0.0 0.34
C 3.780335 -0.579969 0.586858 0.8 0.7 0.0 0.50
Br 4.336534 -0.555565 2.440003 -0.2 -0.2 0.0 -0.07
Br 4.880814 -1.765979 -0.441939 -0.1 -0.5 0.0 -0.07
Br 4.068684 1.189875 -0.161746 -0.3 -0.1 0.1 -0.01
H 2.731793 -0.840821 0.534511 0.0 0.0 -0.2 -0.37
```
Positions in Å, forces in eV/Å.

Results
lowest unoccupied orbital energy: -0.087 eV
energy above the lowest of the compared OMol25 structures with the same formula, charge and spin: 0.00 kcal/mol
Kohn-Sham gap: 0.313 hartree
charge: 0
electronic energy: -26478.33698 a.u.

=====

Formula: C24H66Cl4N5O2
Source: the OMol25 dataset
Level of theory: ωB97M-V/def2-TZVPD

Structure (XYZ):
```
101
Properties=species:S:1:pos:R:3:forces:R:3:mulliken_charge:R:1
N 1.441352 2.252224 0.134398 0.5 -0.3 0.2 0.97
H 1.775966 2.057473 1.073182 0.4 0.2 0.8 0.03
H 1.314104 3.257900 0.020814 -0.6 0.6 -0.1 -0.01
H 0.611043 1.689502 -0.004389 -0.8 -0.1 -0.4 -0.38
H 2.200473 2.018783 -0.512919 0.7 -0.3 -0.7 -0.27
N 2.052820 5.412206 2.237571 0.9 1.1 1.7 -0.09
H 1.461322 5.826856 2.949739 -0.2 -0.2 0.2 0.39
H 1.539609 5.424862 1.346832 -0.5 -0.3 -1.4 0.07
H 2.371532 4.487906 2.547108 -0.1 -1.0 0.0 0.06
H 2.867210 6.016226 2.191609 0.2 0.0 -0.3 0.40
C 0.747018 -1.447321 3.664705 -0.4 -0.6 0.1 -1.34
C -0.299771 -0.413480 3.175376 1.2 0.2 0.5 0.17
N -1.360963 -0.036219 4.213343 1.4 -0.9 0.4 0.78
C -0.665818 0.340226 5.544177 -0.2 0.9 -0.6 -1.11
C -2.130319 1.163572 3.672558 -0.1 0.5 0.9 -0.43
C -1.249529 2.395226 3.369156 -0.3 0.5 -0.4 -1.16
C -2.234271 -1.286313 4.428099 -0.1 0.8 0.8 -0.65
C -3.374090 -1.057591 5.441825 -0.1 -0.5 -1.0 -0.91
O -2.919604 -0.759695 6.763384 -0.6 -0.7 -0.9 -0.29
C -3.992777 -0.553763 7.691500 0.3 0.2 0.1 -0.80
H 1.482101 -1.667715 2.890351 -0.2 0.4 -0.3 0.19
H 0.337686 -2.421985 3.938066 -0.3 0.0 -0.2 0.38
H 1.351139 -1.181978 4.531952 -0.2 0.6 -0.1 0.37
H -0.799364 -0.660919 2.239328 -0.2 -0.3 0.1 0.23
H 0.257336 0.494792 2.943800 -0.1 0.1 0.2 -0.22
H -1.379038 0.868127 6.172354 -0.2 -0.6 0.0 0.42
H 0.108594 1.090845 5.385102 0.2 -0.3 -0.6 0.36
H -0.222245 -0.526402 6.026229 -0.4 0.0 -0.1 0.39
H -2.853696 1.419147 4.446740 0.1 -0.1 0.1 0.45
H -2.723977 0.875308 2.805612 0.4 -0.3 -0.1 0.53
H -1.242281 2.578104 2.294421 0.4 -0.3 -0.1 0.30
H -0.230322 2.415867 3.754703 0.1 -0.5 -0.2 0.20
H -1.658733 3.327983 3.760850 -0.5 -0.3 0.3 0.34
H -1.685182 -2.158623 4.782355 0.8 0.6 0.1 0.37
H -2.543780 -1.586760 3.427122 -0.7 0.3 0.1 0.44
H -3.954047 -1.982398 5.381589 0.0 -0.3 0.5 0.51
H -4.067413 -0.357129 4.969075 0.0 0.7 0.7 0.42
H -3.557688 -0.419877 8.681175 0.3 0.4 -0.2 0.26
H -4.669113 -1.394230 7.858564 0.0 -0.3 -0.7 0.32
H -4.532804 0.332780 7.358092 -0.3 0.0 0.3 0.33
C 2.784590 -2.562866 -3.369625 -1.6 -0.2 1.1 -1.00
C 2.717284 -3.420386 -2.068887 0.5 0.5 -1.1 -0.83
N 1.776780 -2.867516 -1.002329 1.4 0.0 -0.8 0.59
C 2.017894 -3.709180 0.246298 -0.4 -0.2 -0.5 -0.76
C 2.222417 -1.430986 -0.668768 0.0 0.8 1.8 0.72
C 3.692974 -1.276116 -0.203246 -0.3 -0.6 0.1 -1.42
C 0.321094 -2.971352 -1.437912 0.0 -0.1 0.7 0.23
C -0.112294 -4.241016 -2.222068 1.2 -0.8 -0.1 -0.91
O 0.286714 -5.570304 -1.733485 0.0 2.4 0.5 -0.36
C -0.459696 -5.883668 -0.563892 -1.6 -0.5 -0.7 -0.89
H 1.774735 -2.419423 -3.761077 -0.1 0.3 0.1 0.16
H 3.286766 -3.009784 -4.225397 0.6 -0.1 0.5 0.42
H 3.177877 -1.606376 -3.028122 0.2 0.1 -0.8 0.31
H 3.723024 -3.296343 -1.671091 -0.1 -0.7 0.4 0.54
H 2.436015 -4.458543 -2.235127 0.2 0.0 0.1 0.69
H 1.716440 -3.177362 1.146997 -0.1 0.2 -0.2 0.15
H 3.067813 -3.983420 0.313488 -0.1 0.1 -0.1 0.46
H 1.418561 -4.610888 0.147417 0.2 0.1 0.0 0.40
H 1.566966 -1.163880 0.162343 -0.1 -0.1 0.1 -0.15
H 2.008360 -0.615387 -1.360004 -0.2 -0.8 -0.9 -0.31
H 3.990018 -2.056139 0.499261 0.0 -0.2 -0.2 0.37
H 3.827701 -0.372297 0.390992 -0.4 0.3 -0.4 0.42
H 4.409212 -1.216726 -1.021510 -0.1 0.0 0.0 0.35
H 0.106617 -2.108879 -2.068202 0.0 0.0 0.0 -0.45
H -0.233668 -2.814027 -0.513004 -0.2 0.0 -0.1 0.53
H 0.326959 -4.143661 -3.214574 0.0 -0.3 0.0 0.29
H -1.192166 -4.223704 -2.374219 -0.1 0.2 0.3 0.59
H -1.490646 -6.031178 -0.899922 -0.1 -0.6 0.0 0.37
H -0.644698 -5.109650 0.185004 1.0 0.3 0.1 0.36
H -0.086180 -6.803302 -0.118668 0.1 0.2 0.0 0.26
C -4.316112 2.490022 -3.989862 1.0 -0.1 -0.4 -1.25
C -2.879896 2.667467 -4.465703 1.9 -1.0 1.0 -0.27
C -1.894121 1.671649 -3.719446 0.8 1.1 -0.5 -0.78
N -0.401953 1.927297 -4.052676 -0.1 -0.8 -1.1 0.41
C 0.039099 3.275281 -3.439181 -0.1 -1.0 -1.0 -0.93
C -0.181533 1.863997 -5.559933 0.7 0.9 -1.3 -0.44
C 1.120071 1.119019 -5.958506 -0.9 0.3 0.4 -1.01
C 1.598419 0.672704 -4.625446 1.4 -0.9 1.8 0.03
C 0.505204 0.772933 -3.539441 -0.6 1.2 -0.8 0.68
H -4.693890 1.511500 -4.285915 -0.2 0.1 -0.2 0.33
H -4.832697 3.309706 -4.486365 -0.7 -0.2 0.5 0.39
H -4.317010 2.501639 -2.900611 -0.4 0.5 0.0 0.31
H -2.518746 3.682695 -4.296525 -0.2 0.1 0.3 0.38
H -2.736504 2.520479 -5.536421 -0.4 -0.2 0.0 0.37
H -2.093417 0.632508 -3.979409 -0.1 0.0 0.0 0.41
H -1.790534 1.765943 -2.639846 -1.1 -0.1 0.2 0.32
H -0.425266 3.434151 -2.467329 0.1 -0.2 0.0 0.35
H -0.288513 4.023800 -4.157333 0.2 0.2 0.3 0.31
H 1.124750 3.230920 -3.355710 0.0 0.2 0.1 0.44
H 0.008094 2.872466 -5.925106 -0.9 0.1 0.1 0.22
H -1.028597 1.385748 -6.046505 -0.2 0.3 0.2 0.38
H 1.875845 1.745218 -6.430049 -0.3 0.3 0.0 0.32
H 0.993507 0.263397 -6.620875 -0.6 0.2 0.0 0.36
H 2.456398 1.268977 -4.311881 0.1 -0.2 0.2 0.27
H 1.913000 -0.361414 -4.764315 0.3 0.0 0.7 0.03
H 0.754779 1.144119 -2.547235 0.6 -0.7 0.0 -0.67
H -0.093717 -0.134653 -3.472907 -0.2 0.2 0.1 -0.05
Cl 0.700489 5.285921 -0.347081 -0.2 -0.1 -0.2 -0.82
Cl 2.583839 2.371443 3.080276 -0.3 0.0 0.1 -0.77
Cl 3.927789 2.058784 -1.762828 -0.6 -0.4 -0.1 -0.69
Cl -1.118705 0.347169 -0.322014 0.1 -0.2 0.0 -0.77
```
Positions in Å, forces in eV/Å.

Results
lowest unoccupied orbital energy: -2.007 eV
energy above the lowest of the compared OMol25 structures with the same formula, charge and spin: 0.00 kcal/mol
Kohn-Sham gap: 0.282 hartree
charge: +1
electronic energy: -3218.79715 a.u.

=====

Q: The highest charge belongs to which entry?
A: C24H66Cl4N5O2

=====

Q: The highest charge belongs to which entry?
A: C24H66Cl4N5O2